(1)
{
  "formula": "C4H11N3O2",
  "method": "wB97M-V/def2-TZVPD",
  "elements": ["C", "N", "C", "N", "N", "H", "H", "H", "H", "H", "H", "H", "C", "C", "O", "O", "H", "H", "H", "H"],
  "coordinates": [[-1.285178, -0.887342, 3.376702], [-0.634611, -0.533069, 2.101112], [-1.360424, -0.698813, 1.070165], [-2.737069, -0.745411, 0.991136], [-0.805822, -0.801948, -0.254417], [-2.323424, -0.511441, 3.431812], [-0.653234, -0.390285, 4.165938], [-1.306234, -1.945860, 3.563897], [-3.208422, -0.030830, 1.503677], [-3.247704, -1.368289, 0.406260], [-1.498368, -0.558088, -0.940738], [0.003603, -1.330267, -0.503548], [1.172228, 1.280111, -3.001526], [1.949680, 0.881853, -1.797329], [2.759548, -0.000377, -1.757639], [1.479330, 1.475328, -0.661919], [1.154384, 2.390467, -3.112848], [0.197915, 0.865315, -2.910428], [1.768924, 1.040032, -3.933498], [1.345065, 1.018634, 0.195577]],
  "forces_ev_per_angstrom": [[0.6, 2.2, 0.4], [-0.5, -1.0, -0.1], [1.3, -0.5, -2.3], [0.0, 0.6, 0.8], [-1.2, 0.7, 1.7], [0.5, -0.1, 0.3], [-0.9, -0.6, -0.5], [0.1, -0.6, -0.1], [-0.6, -0.2, 0.2], [0.0, -0.1, -0.3], [0.4, -0.3, -0.4], [0.3, -0.1, 0.2], [2.5, 2.1, -1.7], [-0.5, -1.3, 1.9], [0.3, 0.0, -0.3], [-0.8, 1.2, -0.2], [-0.6, -0.7, 0.6], [-0.8, -0.3, -0.3], [-1.0, -0.6, 1.1], [0.8, -0.4, -1.0]],
  "mulliken_charge": [-0.70, -0.48, 0.60, -0.48, -0.40, 0.24, 0.24, 0.24, 0.17, 0.20, 0.17, 0.22, -0.71, 0.65, -0.55, -0.50, 0.29, 0.18, 0.26, 0.35],
  "orbital_gap_ha": 0.3506,
  "smiles": "CN=C(N)N.CC(=O)O",
  "total_charge": 0,
  "relative_energy_ev": 1.630
}

---

(2)
{
  "formula": "C10H25AsF6N5O5Tl",
  "method": "wB97M-V/def2-TZVPD",
  "elements": ["Tl", "As", "F", "F", "F", "F", "F", "F", "O", "C", "N", "C", "H", "H", "H", "H", "H", "O", "C", "N", "C", "H", "H", "H", "H", "H", "O", "C", "N", "C", "H", "H", "H", "H", "H", "O", "C", "N", "C", "H", "H", "H", "H", "H", "O", "C", "N", "C", "H", "H", "H", "H", "H"],
  "coordinates": [[-24.721878, 17.828420, 22.111068], [-22.573312, 20.005976, 18.894118], [-23.368780, 19.350091, 20.322712], [-21.974938, 21.295690, 19.857870], [-21.800145, 20.596692, 17.506323], [-23.109210, 18.601850, 18.054956], [-24.008118, 20.861318, 18.542049], [-21.125102, 19.096322, 19.374882], [-22.195239, 19.118361, 22.752931], [-21.093518, 19.654546, 23.032288], [-20.215539, 19.959423, 22.093375], [-20.792259, 20.054566, 24.455564], [-19.352311, 20.419601, 22.331670], [-20.426298, 19.680216, 21.131299], [-19.764305, 19.910590, 24.769456], [-21.454053, 19.473279, 25.101297], [-21.151201, 21.073213, 24.617386], [-26.143465, 15.927178, 23.796125], [-26.689124, 15.167822, 24.604299], [-27.745071, 15.534753, 25.352550], [-26.160275, 13.770649, 24.837743], [-28.287507, 16.348948, 25.120179], [-27.966029, 14.954337, 26.142072], [-26.203898, 13.284338, 23.862671], [-26.735376, 13.203600, 25.562549], [-25.113319, 13.814075, 25.130222], [-26.524262, 19.237306, 20.640122], [-27.272608, 20.123729, 20.207113], [-27.171612, 21.411628, 20.545981], [-28.422111, 19.749203, 19.289603], [-26.439580, 21.619901, 21.210380], [-27.474567, 22.157502, 19.941756], [-29.305975, 19.570787, 19.900632], [-28.240128, 18.780887, 18.826784], [-28.477788, 20.522577, 18.527580], [-22.289210, 16.883453, 20.886546], [-21.225764, 16.465284, 20.384835], [-20.200661, 16.066389, 21.151634], [-21.197143, 16.228161, 18.900793], [-20.383762, 16.074354, 22.141802], [-19.499054, 15.466984, 20.749915], [-20.786963, 17.079532, 18.362281], [-22.193032, 16.003851, 18.528952], [-20.589205, 15.339963, 18.703900], [-24.720645, 15.166900, 21.260903], [-24.488473, 13.976490, 21.453241], [-23.636414, 13.528192, 22.386347], [-25.177898, 12.918184, 20.622148], [-23.359570, 12.562626, 22.394008], [-23.180385, 14.191325, 22.990740], [-26.221640, 12.841746, 20.924731], [-24.736156, 11.930422, 20.720157], [-25.120794, 13.289239, 19.600526]],
  "forces_ev_per_angstrom": [[0.4, 0.0, -0.7], [0.5, 0.2, -0.9], [-0.8, -0.5, 1.1], [0.0, 0.1, 0.4], [0.3, 0.0, -0.2], [-0.1, -0.3, 0.0], [-0.4, 0.1, 0.1], [0.1, 0.0, 0.3], [0.5, -0.6, -0.5], [0.0, 0.8, 0.3], [-0.6, -0.7, -0.2], [-1.2, -0.3, 0.5], [0.0, 0.0, -0.1], [0.1, 0.4, 0.0], [0.1, 0.1, -0.2], [0.3, -0.2, 0.0], [0.4, 0.2, -0.2], [0.3, -0.1, -0.6], [-0.2, 0.6, 0.8], [0.6, -0.5, -0.4], [0.1, 0.3, -0.4], [0.1, 0.2, 0.3], [-0.5, 0.1, 0.0], [0.0, -0.2, 0.1], [0.0, 0.0, 0.0], [0.0, 0.0, 0.1], [0.2, -1.2, 0.6], [-0.4, 0.7, -0.2], [0.7, -0.6, 0.4], [0.8, -0.7, 0.0], [0.1, 0.3, -0.2], [-0.4, -0.1, 0.1], [-0.2, 0.6, 0.0], [0.3, 0.1, -0.2], [-0.6, 0.0, 0.0], [-0.1, 0.4, -0.3], [-0.4, -0.7, 0.6], [-0.8, 0.4, -0.4], [0.2, -0.6, -0.3], [0.4, -0.1, 0.1], [0.2, 0.2, 0.1], [-0.1, 0.1, 0.2], [-0.1, 0.3, 0.1], [0.1, 0.1, 0.1], [-0.5, 1.1, -0.2], [0.4, -1.0, 0.6], [-0.1, 0.4, -0.2], [0.0, 0.5, -0.2], [0.0, 0.0, 0.2], [0.1, -0.1, 0.0], [0.0, 0.2, 0.0], [0.2, 0.1, 0.0], [-0.2, -0.3, -0.1]],
  "mulliken_charge": [1.56, 1.97, -0.51, -0.48, -0.46, -0.46, -0.47, -0.56, -0.25, 0.68, -0.15, -1.29, 0.24, 0.16, 0.42, 0.33, 0.33, -0.61, 0.58, -0.36, -0.67, 0.23, 0.21, 0.08, 0.38, 0.21, -0.51, 0.64, -0.30, -1.06, 0.23, 0.24, 0.30, 0.31, 0.40, -0.36, 0.80, -0.37, -1.23, 0.24, 0.24, 0.25, 0.26, 0.56, -0.43, 0.73, -0.31, -1.21, 0.20, 0.20, 0.29, 0.45, 0.34],
  "orbital_gap_ha": 0.1266,
  "total_charge": 2,
  "relative_energy_ev": 0.000
}

---

(3)
{
  "formula": "C32H40AsN13OSTl",
  "method": "wB97M-V/def2-TZVPD",
  "elements": ["Tl", "N", "C", "N", "N", "N", "N", "C", "N", "N", "N", "N", "H", "C", "N", "C", "C", "O", "N", "C", "C", "H", "H", "H", "H", "H", "H", "H", "H", "H", "H", "H", "H", "C", "C", "C", "C", "C", "C", "As", "C", "C", "C", "C", "C", "C", "C", "C", "C", "C", "C", "C", "H", "H", "H", "H", "H", "H", "H", "H", "H", "H", "H", "H", "H", "H", "H", "N", "C", "C", "C", "C", "C", "N", "H", "H", "H", "H", "H", "H", "C", "S", "C", "H", "H", "H", "H", "H", "H"],
  "coordinates": [[-0.544070, 0.387190, 1.195006], [-1.056422, -1.967830, 4.072054], [-0.836263, -0.649050, 4.346601], [-0.749318, -0.142037, 5.566194], [-0.537514, 1.152430, 5.401282], [-0.489667, 1.454512, 4.167391], [-0.684488, 0.343602, 3.432612], [-0.809156, -2.509828, 2.845716], [-0.893490, -3.791418, 2.498914], [-0.583268, -3.829583, 1.220581], [-0.322529, -2.649734, 0.781814], [-0.453746, -1.776182, 1.778416], [-1.093803, -2.591687, 4.863203], [2.537350, 1.611533, -0.896566], [3.486997, 1.133720, 0.088316], [4.863916, 1.262683, -0.346133], [2.992366, 0.527594, 1.199519], [1.750237, 0.539317, 1.388980], [3.764258, -0.096530, 2.117890], [5.210373, -0.171698, 2.207652], [3.123647, -0.604176, 3.323008], [2.618319, 1.026455, -1.817498], [2.713666, 2.663531, -1.125322], [1.532919, 1.519262, -0.490002], [4.884705, 2.004101, -1.143300], [5.244646, 0.322840, -0.751380], [5.513344, 1.627615, 0.444634], [5.663364, -0.478884, 1.272366], [5.448869, -0.931207, 2.950132], [5.639186, 0.773495, 2.546813], [2.047872, -0.473927, 3.258183], [3.493384, -0.068982, 4.200927], [3.341405, -1.668404, 3.432705], [3.573546, -2.110429, -2.861196], [3.332931, -2.126081, -1.495669], [2.067939, -1.826024, -1.014458], [1.041795, -1.506548, -1.896109], [1.289368, -1.477678, -3.265363], [2.554421, -1.778078, -3.740941], [-0.722536, -1.037714, -1.236163], [-1.870557, -2.582106, -1.547526], [-1.240076, -3.784119, -1.838276], [-1.989249, -4.924599, -2.057776], [-3.371652, -4.874076, -1.976759], [-4.003482, -3.678463, -1.675958], [-3.255671, -2.533477, -1.450129], [-1.334850, 0.176309, -2.657098], [-2.382248, -0.158672, -3.505845], [-2.799410, 0.728990, -4.482828], [-2.174054, 1.954856, -4.622174], [-1.116696, 2.290751, -3.792485], [-0.703629, 1.406146, -2.812749], [4.553727, -2.354611, -3.245025], [4.128802, -2.368146, -0.803219], [1.862181, -1.860641, 0.048223], [0.484601, -1.231482, -3.951344], [2.744446, -1.744395, -4.802280], [-0.157345, -3.819180, -1.869044], [-1.487766, -5.851621, -2.288923], [-3.956173, -5.768146, -2.123996], [-5.081512, -3.633967, -1.618917], [-3.750806, -1.600508, -1.205166], [-2.869026, -1.121647, -3.413206], [-3.614030, 0.451900, -5.133414], [-2.510342, 2.640987, -5.381870], [-0.625886, 3.244674, -3.914919], [0.119033, 1.668389, -2.156873], [0.788777, 3.354285, 2.565911], [0.041250, 3.734014, 1.522654], [0.001944, 5.087833, 1.111412], [-0.804485, 5.466590, 0.074274], [-1.569535, 4.493266, -0.579361], [-1.439779, 3.189025, -0.177480], [-0.650544, 2.805491, 0.836488], [1.223517, 4.084999, 3.108316], [0.497063, 2.528251, 3.102032], [0.584485, 5.810015, 1.662159], [-0.860718, 6.504681, -0.216951], [-2.244771, 4.761285, -1.373376], [-1.989469, 2.397608, -0.671690], [-4.420860, 1.670489, 1.353427], [-3.427867, 0.294662, 0.705270], [-3.814230, -0.995454, 1.916153], [-5.472862, 1.448799, 1.195231], [-4.130581, 2.554872, 0.796257], [-4.207646, 1.806974, 2.407223], [-3.490294, -0.686274, 2.905901], [-3.281350, -1.892842, 1.611570], [-4.884927, -1.177886, 1.903346]],
  "forces_ev_per_angstrom": [[-0.3, 0.2, -0.3], [-0.1, -0.3, 0.4], [0.2, 1.1, -0.3], [-0.2, -1.0, 0.0], [0.2, 0.6, 0.6], [-0.1, 0.3, -0.4], [-0.1, -0.5, 0.2], [0.3, 0.0, -1.1], [-0.2, 0.2, 1.3], [0.2, -0.3, -0.8], [0.1, -0.1, 0.0], [-0.1, -0.5, 0.7], [0.0, 0.0, 0.0], [-0.4, 0.0, -0.1], [-0.2, 0.1, 0.2], [0.3, -0.1, 0.1], [0.2, 0.1, -0.2], [-0.3, 0.0, 0.1], [-0.2, -0.1, 0.1], [0.2, 0.1, -0.2], [-0.4, -0.1, 0.2], [0.0, 0.0, 0.0], [0.1, 0.0, 0.0], [0.2, 0.1, -0.2], [0.0, 0.0, 0.0], [0.1, 0.0, 0.0], [0.0, -0.1, 0.0], [0.1, 0.0, 0.0], [0.0, 0.0, -0.1], [0.1, 0.0, 0.0], [0.1, 0.0, 0.1], [0.0, 0.0, 0.0], [0.0, 0.0, 0.0], [0.0, 0.1, 0.0], [0.0, 0.1, 0.0], [-0.2, 0.0, 0.2], [0.0, 0.0, 0.0], [-0.3, 0.0, 0.1], [0.0, 0.0, -0.1], [-0.1, 0.4, -0.7], [0.1, 0.0, 0.1], [0.2, 0.2, 0.0], [0.0, 0.0, -0.1], [0.0, 0.0, 0.1], [0.0, 0.0, 0.0], [0.1, 0.3, 0.1], [0.1, -0.1, 0.2], [0.0, -0.3, 0.1], [0.0, 0.0, 0.0], [-0.1, 0.0, -0.1], [0.0, 0.1, 0.0], [0.1, -0.1, 0.2], [0.1, 0.0, 0.0], [0.0, -0.1, 0.0], [0.1, 0.0, 0.0], [0.1, 0.0, 0.0], [0.0, -0.1, -0.1], [-0.1, -0.1, 0.0], [0.0, -0.1, 0.0], [-0.1, -0.1, -0.1], [-0.1, 0.0, 0.0], [-0.1, -0.1, -0.1], [0.0, 0.1, -0.1], [-0.1, 0.0, -0.1], [0.0, 0.1, -0.1], [0.1, 0.1, 0.0], [0.0, 0.1, 0.0], [0.3, -0.1, 0.1], [0.1, 0.3, -0.2], [-0.1, 0.0, 0.0], [0.1, -0.2, 0.2], [0.0, -0.2, -0.1], [-0.4, 0.3, -0.3], [0.2, -0.8, 0.4], [-0.1, -0.1, 0.0], [0.0, 0.3, 0.1], [0.1, 0.1, 0.0], [0.0, 0.1, 0.0], [-0.1, -0.1, -0.2], [0.0, 0.0, 0.0], [0.3, -0.4, -0.1], [-0.1, 0.2, 0.3], [0.0, 0.2, -0.2], [0.0, 0.0, 0.0], [-0.1, 0.1, 0.0], [0.0, 0.1, 0.1], [0.0, 0.0, 0.1], [0.0, -0.1, 0.0], [0.0, -0.1, 0.0]],
  "mulliken_charge": [2.26, -0.01, 0.11, -0.47, -0.84, -0.38, 0.66, 0.12, -0.79, -0.78, -0.03, 0.25, 0.28, -0.62, 0.28, -1.25, -0.36, 0.17, 0.24, -1.16, -0.99, 0.51, 0.68, -0.74, 0.41, 0.33, 0.45, 0.40, 0.37, 0.32, 0.03, 0.39, 0.43, -0.68, -0.60, -0.45, 0.39, -0.54, -0.83, 1.65, 0.40, -0.71, -0.78, -0.72, -1.02, -0.20, 0.43, -0.66, -0.77, -0.73, -0.70, -0.32, 0.44, 0.52, 0.34, 0.51, 0.45, 0.43, 0.43, 0.42, 0.45, 0.77, 0.50, 0.47, 0.41, 0.51, 0.49, -0.11, 0.71, -0.99, -0.45, -1.44, -0.62, 0.05, 0.27, 0.23, 0.43, 0.45, 0.53, 0.95, -1.09, 0.37, -1.00, 0.43, 0.32, 0.33, 0.33, 0.13, 0.60],
  "orbital_gap_ha": 0.2547,
  "total_charge": 1,
  "relative_energy_ev": 0.792
}